Entry 1:
DFT (ωB97M-V with the def2-TZVPD basis set) results for an isolated molecule of C13H11Cl2F4N3O at a distorted geometry.

The HOMO-LUMO gap is 9.78 eV. The spin multiplicity is 1. The total energy comes out at -2061.3423 a.u. The calculation puts the LUMO energy at 0.46 eV.

Atoms and positions in Å:
F1 0.95 -0.39 -4.84
F2 -0.23 -1.10 -3.14
F3 0.55 1.82 -3.21
F4 2.53 1.11 -2.70
Cl1 -5.10 -0.75 2.35
Cl2 -1.77 3.47 2.12
N1 1.24 -1.15 3.29
N2 0.41 0.12 4.95
O1 0.80 0.57 -1.32
C1 0.85 -1.13 4.54
C2 0.60 0.89 3.91
C3 -2.59 -0.89 1.25
C4 -3.28 1.26 2.10
C5 -1.33 -0.39 0.92
C6 -3.58 -0.10 1.87
C7 -2.04 1.78 1.76
C8 -1.03 0.97 1.18
N3 1.13 0.14 2.87
C9 0.97 -0.54 -3.49
C10 1.19 0.78 -2.70
C11 0.60 1.79 -0.58
C12 1.45 0.61 1.52
C13 0.36 1.54 0.92
H1 0.81 -1.98 5.21
H2 0.44 1.97 3.84
H3 -2.81 -1.95 1.13
H4 -4.06 1.91 2.58
H5 -0.57 -1.01 0.49
H6 1.74 -1.23 -3.20
H7 1.46 2.47 -0.65
H8 -0.27 2.33 -0.97
H9 1.63 -0.29 0.88
H10 2.38 1.16 1.61
H11 0.51 2.52 1.37

Entry 2:
DFT (ωB97M-V with the def2-TZVPD basis set) results for a structure of composition C13H11Cl3GeN3NiO2.

The HOMO-LUMO gap (alpha / beta) is 7.56 / 8.18 eV. The spin multiplicity is 2. The total energy comes out at -5782.7078 a.u. The calculation puts the LUMO energy (alpha / beta) at -0.64 / -1.57 eV.

Atoms and positions in Å:
Ni1 -0.02 -0.30 0.10
O1 -1.48 0.35 3.77
C1 -1.23 0.17 2.60
N1 -0.02 0.10 1.96
C2 1.19 0.18 2.60
O2 1.43 0.37 3.77
C3 2.31 0.01 1.59
C4 3.62 0.23 1.95
C5 4.60 0.13 0.98
C6 4.22 -0.17 -0.32
C7 2.89 -0.39 -0.60
N2 1.94 -0.31 0.34
C8 -2.35 -0.01 1.59
C9 -3.66 0.18 1.95
C10 -4.64 0.07 0.98
C11 -4.26 -0.23 -0.32
C12 -2.93 -0.42 -0.60
N3 -1.98 -0.32 0.34
H1 3.83 0.48 2.98
H2 5.64 0.31 1.22
H3 4.95 -0.23 -1.12
H4 2.55 -0.60 -1.61
H5 -3.88 0.43 2.98
H6 -5.68 0.22 1.23
H7 -4.99 -0.31 -1.11
H8 -2.59 -0.63 -1.61
Cl1 1.04 2.21 -2.74
Ge1 0.08 1.95 -0.78
Cl2 -1.83 2.98 -1.00
Cl3 1.27 3.24 0.51
C13 -0.01 -1.09 -1.66
H9 -0.90 -1.72 -1.73
H10 0.86 -1.75 -1.68
H11 0.03 -0.42 -2.51

Entry 3:
DFT (ωB97M-V with the def2-TZVPD basis set) results for a structure of composition C13H11IN4PbS4Sb at a distorted geometry.

As for the net charge: -2. The HOMO-LUMO gap (alpha / beta) is 6.00 / 5.80 eV. The spin multiplicity is 2. The total energy comes out at -3044.6899 a.u. The calculation puts the LUMO energy (alpha / beta) at 4.46 / 3.92 eV.

Atoms and positions in Å:
Pb1 -0.59 2.52 -1.58
S1 -1.77 0.47 -0.07
C1 -0.85 -1.01 -0.12
N1 -1.20 -2.15 0.39
N2 -2.32 -2.24 1.18
C2 -2.71 -1.47 2.26
C3 -1.86 -0.56 2.91
C4 -2.28 0.10 4.04
C5 -3.55 -0.11 4.58
C6 -4.40 -1.01 3.94
C7 -3.99 -1.68 2.80
N3 0.40 -1.19 -0.80
N4 0.79 -0.23 -1.41
C8 2.00 -0.43 -2.15
C9 2.49 0.67 -2.83
C10 3.68 0.58 -3.54
C11 4.38 -0.62 -3.58
C12 3.88 -1.73 -2.91
C13 2.70 -1.64 -2.20
H1 -2.88 -3.04 0.97
H2 -0.87 -0.39 2.51
H3 -1.61 0.81 4.52
H4 -3.87 0.41 5.47
H5 -5.40 -1.19 4.33
H6 -4.66 -2.37 2.29
H7 1.96 1.61 -2.78
H8 4.07 1.46 -4.04
H9 5.32 -0.68 -4.11
H10 4.42 -2.67 -2.93
H11 2.30 -2.49 -1.65
S2 4.59 3.85 -0.87
Sb1 2.41 4.58 -0.87
S3 1.42 4.56 -2.98
S4 1.00 3.16 0.47
I1 -3.00 4.12 -1.24

Entry 4:
DFT (ωB97M-V with the def2-TZVPD basis set) results for a structure of composition C13H11N3O2SSe4Ti at a distorted geometry.

As for the net charge: +2. The HOMO-LUMO gap (alpha / beta) is 5.12 / 5.15 eV. The spin multiplicity is 1. The total energy comes out at -11669.4454 a.u. The calculation puts the LUMO energy (alpha / beta) at -9.01 / -8.98 eV.

Atoms and positions in Å:
Ti1 -1.28 -3.75 0.40
Se1 -2.62 -3.10 -1.51
Se2 -4.37 -2.50 -0.15
Se3 -3.89 -4.09 1.67
Se4 -2.02 -3.11 2.59
O1 0.36 -2.89 0.00
N1 0.75 -1.98 0.98
C1 -0.59 7.95 -1.00
C2 -0.21 6.56 -0.53
O2 -0.93 5.70 -0.04
S1 1.57 6.25 -0.70
C3 1.45 4.57 -0.37
C4 1.30 4.08 0.94
C5 1.05 2.76 1.17
C6 1.12 1.82 0.14
C7 1.26 2.31 -1.23
C8 1.49 3.63 -1.45
C9 1.03 0.48 0.37
C10 0.73 -0.72 0.62
H1 0.29 8.52 -0.72
H2 -1.44 8.30 -0.36
H3 -0.82 8.22 -2.03
H4 1.29 4.84 1.77
H5 0.90 2.46 2.23
H6 1.15 1.63 -2.07
H7 1.66 3.92 -2.48
N2 0.09 -6.34 1.31
C11 0.71 -7.46 0.77
C12 0.28 -7.52 -0.55
C13 -0.48 -6.35 -0.82
N3 -0.57 -5.63 0.33
H8 0.12 -6.03 2.29
H9 1.22 -8.21 1.38
H10 0.46 -8.31 -1.26
H11 -1.06 -6.01 -1.70

Q: Which formula does entry 2 have?
A: C13H11Cl3GeN3NiO2